(1)
# C16H42AlB4N2O12

C16H42AlB4N2O12 as an isolated structure in a non-equilibrium geometry (ωB97M-V/def2-TZVPD, the OMol25 dataset).

## Properties
lowest unoccupied orbital energy (alpha / beta) = -5.35 / -5.32 eV
HOMO-LUMO gap (alpha / beta) = 0.1491 / 0.1501 hartree
spin multiplicity = 2

CARTESIAN COORDINATES (ANGSTROEM)
Al 6.260980 18.881620 4.383050
B 7.879870 16.494830 3.964230
H 6.857070 16.218610 4.168710
H 8.620480 15.758080 3.694180
H 7.796370 17.092050 3.069470
H 8.237610 17.201340 4.697120
B 6.375340 21.852630 4.881480
H 6.527120 22.879280 5.176780
H 6.786640 21.710150 3.894180
H 6.881290 21.217380 5.591910
H 5.337110 21.588230 5.009640
B 4.214790 19.901730 6.475460
H 4.029130 18.911280 6.089700
H 3.911390 20.051510 7.500030
H 5.273780 20.107390 6.453350
H 3.653430 20.569820 5.840820
O 1.398970 23.240860 -1.886740
C 1.377590 22.812780 -0.767730
O 2.258940 22.964210 0.252860
B 1.740190 22.134080 1.356740
O 0.377100 21.629050 1.024500
C 0.149590 22.052630 -0.247720
O -0.916810 21.882060 -0.872540
O 1.685050 22.829360 2.642840
C 2.547530 22.180310 3.503390
O 2.880010 22.532080 4.617870
C 3.106810 20.967870 2.708380
O 2.587740 20.964320 1.505090
O 3.759340 19.976750 3.183960
C 6.201880 21.124580 1.156200
O 6.961960 20.025700 1.739470
C 7.270930 18.932780 0.875710
C 6.058730 18.078540 0.524580
N 5.639610 17.429020 1.744610
C 4.208210 17.251640 1.603810
C 3.850020 16.224390 2.781790
O 3.456780 17.067880 3.905560
C 2.196350 17.574320 3.870380
H 5.959130 21.810100 1.968130
H 5.214460 20.884090 0.762150
H 6.892680 21.572760 0.442030
H 8.138670 18.445260 1.320050
H 7.697970 19.407670 -0.007580
H 6.415180 17.461080 -0.299910
H 5.229550 18.604520 0.051380
H 5.965100 16.480450 1.864490
H 4.105380 16.638440 0.708540
H 3.727300 18.229690 1.588360
H 4.695950 15.673020 3.192270
H 3.102390 15.518450 2.420130
H 1.347050 16.899620 3.762810
H 2.039470 18.411250 3.189910
H 2.035460 18.058230 4.833730
C 9.668120 21.006690 3.800640
O 9.210370 20.207340 4.859610
C 9.701720 20.714670 6.102700
C 9.199390 19.704000 7.154280
N 7.707320 19.404180 7.230590
C 7.630640 18.198640 8.002360
C 6.132490 17.814820 7.948890
O 5.759280 17.256710 6.776460
C 5.226040 15.952780 6.861470
H 9.810430 20.287460 2.994080
H 10.669150 21.429070 3.887970
H 8.950600 21.805850 3.614570
H 9.223230 21.676490 6.287220
H 10.775770 20.900440 6.098610
H 9.481930 20.030660 8.155070
H 9.637740 18.720170 6.986850
H 7.386430 20.053590 7.934430
H 8.020290 18.133390 9.018230
H 8.087730 17.339200 7.511920
H 5.520140 18.693750 8.150400
H 6.014060 17.184790 8.830440
H 5.719150 15.227700 7.508920
H 5.390130 15.599740 5.843370
H 4.147310 16.036570 6.993480

Atoms 1-3, force components in eV/Å:
Al 0.7429 0.2339 -0.0098
B -1.7899 1.2688 0.1890
H -3.9311 -1.8188 1.0463

=====

(2)
# C16H42N2O8

A 4-piece molecular cluster, C16H42N2O8 overall in a non-equilibrium geometry (ωB97M-V/def2-TZVPD, the OMol25 dataset).

## Properties
lowest unoccupied orbital energy = 0.47 eV
SMILES string = COCCNCCOC.COCCNCCOC.OCCO.OCCO
relative energy (zero: lowest compared OMol25 entry of this formula, charge and spin) = 280.2 kJ/mol
HOMO-LUMO gap = 0.3413 hartree

CARTESIAN COORDINATES (ANGSTROEM)
C -0.122058 -3.952914 -0.868052
O -0.759737 -2.675686 -0.463630
C 0.088352 -1.681004 -0.066197
C 0.688234 -1.921658 1.263906
N 1.323297 -0.663601 1.697380
C 2.504714 -0.368733 0.979607
C 3.472700 0.698183 1.368614
O 4.683195 0.597569 0.574784
C 5.564080 1.765575 0.838845
H 0.650628 -3.700267 -1.511205
H -0.825770 -4.622122 -1.458130
H 0.214032 -4.533919 -0.016507
H -0.442565 -0.689439 0.006164
H 0.813465 -1.587073 -0.807671
H 1.324756 -2.769892 1.226106
H -0.159976 -2.202039 1.800457
H 1.566325 -0.736248 2.707342
H 2.410983 -0.380507 -0.121714
H 3.005748 -1.365687 0.965616
H 3.655903 0.816254 2.426464
H 3.031965 1.663222 1.281061
H 5.022822 2.460944 0.322192
H 6.486263 1.395045 0.446489
H 5.717290 1.928488 1.910818
C -5.302588 0.774485 -0.788351
O -5.585232 0.926242 -2.199338
C -4.479343 0.832344 -3.077762
C -3.786897 -0.493361 -3.317383
N -2.517029 -0.451754 -3.955074
C -1.416543 -0.336967 -2.970564
C -0.147593 0.155002 -3.576754
O 0.873810 0.327462 -2.546662
C 1.712684 1.408429 -2.918217
H -5.310023 -0.232711 -0.535038
H -6.059304 1.313627 -0.326399
H -4.312283 1.204316 -0.487550
H -3.732710 1.579908 -2.572885
H -4.659717 1.349611 -3.986534
H -4.386893 -1.149011 -3.951793
H -3.831862 -1.073773 -2.470649
H -2.411581 -1.411673 -4.323440
H -1.298681 -1.287573 -2.442137
H -1.724993 0.380080 -2.192431
H -0.301978 1.089023 -4.033153
H 0.256979 -0.614093 -4.252712
H 2.736848 1.228992 -2.439699
H 1.356737 2.380904 -2.652267
H 1.804179 1.422835 -4.005402
O 0.185260 1.956562 1.783114
C 0.088702 2.442059 0.439361
C -1.428882 2.589959 -0.079687
O -1.545469 2.805308 -1.502633
H 0.272738 0.994952 1.717988
H 0.494590 3.407123 0.535150
H 0.660892 1.757454 -0.241355
H -1.959606 3.303558 0.507750
H -1.934751 1.604250 0.015978
H -1.076993 2.079777 -1.920280
O 2.292743 -1.615070 4.124510
C 1.321116 -1.470842 5.108442
C 0.594190 -0.163215 5.152038
O -0.602445 -0.287689 5.819930
H 2.635079 -2.470769 4.196454
H 0.571396 -2.170208 4.741145
H 1.772223 -1.711089 6.070172
H 0.451607 0.167243 4.125200
H 1.150261 0.541380 5.720577
H -1.333289 -0.557575 5.205598

Atoms 1-3, force components in eV/Å:
C -2.5604 0.5406 0.6001
O -1.7491 -3.0653 -0.7609
C -0.2947 1.3783 -0.0139

=====

(3)
# C16H42N3O

A 3-piece molecular cluster, C16H42N3O overall (ωB97M-V/def2-TZVPD, the OMol25 dataset).

## Properties
lowest unoccupied orbital energy = -2.93 eV
net charge = +1
relative energy (zero: lowest compared OMol25 entry of this formula, charge and spin) = 113.0 kJ/mol
HOMO-LUMO gap = 0.2648 hartree

CARTESIAN COORDINATES (ANGSTROEM)
C -1.919899 1.469131 2.985648
C -1.242612 1.765682 1.637036
C 0.247488 2.083978 1.759756
C -1.965564 2.887610 0.905689
N -1.609085 2.837827 -0.567602
O -1.321505 4.077950 -1.149925
H -2.253542 0.433664 3.019013
H -1.227448 1.612989 3.814067
H -2.788304 2.101955 3.170338
H -1.323325 0.867479 1.008361
H 0.403469 3.099552 2.131806
H 0.791913 1.971385 0.816038
H 0.728134 1.401643 2.460269
H -3.049594 2.815058 0.963145
H -1.658036 3.880073 1.231088
H -0.831044 2.181922 -0.713998
H -2.380775 2.496642 -1.146848
H -0.355690 4.193658 -1.105190
C -1.603121 2.556810 -4.099572
C -0.277957 2.322749 -4.800538
N 0.805416 2.168517 -3.833185
C 2.136316 2.284083 -4.425749
C 2.560240 1.218926 -5.438220
C 0.642371 1.092885 -2.868601
C 0.369880 -0.321020 -3.391034
H -1.481612 3.387851 -3.406017
H -2.403951 2.802670 -4.795641
H -1.920285 1.667501 -3.545548
H -0.032081 3.200273 -5.402251
H -0.371057 1.483130 -5.502644
H 2.856367 2.310910 -3.603704
H 2.178039 3.264858 -4.905566
H 2.777634 0.261715 -4.966167
H 3.466033 1.545165 -5.949891
H 1.795677 1.057499 -6.199080
H -0.191102 1.362140 -2.197823
H 1.542576 1.089266 -2.248114
H -0.401942 -0.318738 -4.161585
H 0.023543 -0.962943 -2.579000
H 1.261256 -0.777057 -3.815241
C 0.516445 -2.059053 1.136190
C 0.374114 -3.393157 1.855038
N 1.135678 -3.436496 3.088287
C 1.320428 -4.779414 3.620606
C 0.076225 -5.535797 4.094394
C 0.818691 -2.400269 4.057614
C -0.635280 -2.285741 4.541004
H 1.567068 -1.821871 0.962658
H 0.003218 -2.099893 0.172935
H 0.074877 -1.244809 1.717543
H 0.764248 -4.185395 1.211274
H -0.697563 -3.612658 1.990472
H 2.035455 -4.704978 4.443444
H 1.811154 -5.363255 2.837303
H -0.316893 -5.139139 5.029580
H 0.327733 -6.583771 4.262209
H -0.721961 -5.506227 3.350729
H 1.117374 -1.439273 3.628770
H 1.475693 -2.555975 4.915859
H -1.341304 -2.351671 3.710072
H -0.783544 -1.319609 5.028731
H -0.898678 -3.056937 5.261769

Atoms 1-3, force components in eV/Å:
C 0.0478 -0.0105 0.0631
C 0.0882 -0.1682 -0.1793
C 0.1198 0.0251 0.1026

=====

Which formula does entry 1 have? C16H42AlB4N2O12